87
Properties=species:S:1:pos:R:3:forces:R:3 method="wB97M-V/def2-TZVPD" lumo_ev=-2.3 gap_ha=0.34316 homo_energy_ha=-0.4295 de_lowest_ev=0.526 charge=+1
C 0.395 2.043 2.289 -0.54 0.03 -0.01
C -0.239 1.157 1.224 0.73 -0.55 0.89
O 0.564 1.063 0.054 -0.82 0.20 -0.18
C -0.025 1.599 -1.115 0.47 0.54 -0.91
C -0.276 0.519 -2.164 0.28 -0.40 0.74
C -0.963 -0.732 -1.568 0.70 0.05 -0.76
C -0.058 -1.947 -1.836 -0.24 0.04 -0.37
C -0.762 -3.305 -1.696 -0.11 0.75 -0.15
N -0.240 -4.166 -0.534 -0.99 1.18 -1.29
C 1.163 -4.490 -0.931 1.97 -0.71 -0.23
O 2.082 -3.774 -0.177 -0.75 0.28 0.00
C 3.361 -3.706 -0.787 0.78 -0.20 0.23
C 4.260 -4.921 -0.484 0.62 0.65 -0.43
O 5.228 -4.573 0.489 -0.52 0.00 0.08
C 6.419 -4.051 -0.084 1.09 -0.60 0.22
C 7.460 -5.183 -0.219 -1.09 0.23 -0.34
C -0.421 -3.288 0.662 0.10 0.36 1.93
C -0.721 -4.029 1.955 -0.43 -0.25 -0.17
C -2.063 -4.790 1.803 -0.63 0.47 -0.15
C -2.484 -4.987 0.309 1.71 0.34 1.30
C -1.187 -5.321 -0.477 -1.49 -1.11 0.16
P -0.554 -6.917 0.265 1.84 -0.50 0.93
N 0.730 -6.793 1.175 -0.44 0.01 -0.66
H -0.022 1.726 3.245 -0.04 0.18 0.16
H 1.465 1.871 2.342 0.14 0.02 -0.14
H 0.176 3.103 2.162 0.12 0.02 -0.10
H -1.278 1.419 1.023 0.01 0.23 -0.25
H -0.260 0.156 1.674 -0.10 -0.18 -0.20
H 0.712 2.272 -1.558 -0.03 0.24 0.06
H -0.919 2.208 -0.942 -0.02 -0.24 0.40
H 0.714 0.224 -2.512 0.08 -0.06 -0.12
H -0.794 0.903 -3.039 -0.17 0.16 0.06
H -1.908 -0.883 -2.087 -0.29 -0.06 0.33
H -1.076 -0.602 -0.496 -0.39 -0.01 0.05
H 0.851 -1.847 -1.246 0.04 -0.18 0.11
H 0.255 -1.868 -2.876 0.12 -0.07 -0.10
H -0.709 -3.869 -2.621 0.34 -0.38 0.09
H -1.819 -3.106 -1.551 -0.12 -0.25 0.40
H 1.399 -5.551 -0.857 -0.65 -0.18 0.40
H 1.325 -4.259 -1.987 -0.48 0.33 -0.11
H 3.323 -3.507 -1.865 -0.51 -0.12 -0.03
H 3.860 -2.854 -0.337 -0.07 0.15 0.10
H 3.689 -5.793 -0.169 -0.05 0.04 0.28
H 4.807 -5.181 -1.394 -0.22 -0.24 -0.17
H 6.855 -3.307 0.578 -0.43 0.20 0.24
H 6.240 -3.576 -1.051 -0.16 0.11 -0.02
H 8.474 -4.810 -0.137 0.14 -0.07 -0.09
H 7.296 -5.699 -1.165 0.33 -0.11 -0.07
H 7.224 -5.892 0.568 0.34 -0.07 0.23
H 0.393 -2.596 0.836 0.47 -0.34 -0.53
H -1.277 -2.645 0.493 -0.18 -0.09 -0.49
H -0.870 -3.243 2.691 0.10 0.06 0.14
H 0.096 -4.644 2.319 0.11 -0.17 -0.29
H -2.828 -4.157 2.247 -0.18 -0.11 0.13
H -2.113 -5.725 2.354 0.29 -0.10 0.06
H -2.938 -4.053 -0.003 -0.25 -0.18 -0.49
H -3.164 -5.826 0.214 -0.25 0.08 -0.18
H -1.509 -5.559 -1.489 0.42 0.04 -0.27
H -0.364 -7.796 -0.824 -0.55 0.19 -0.09
H -1.620 -7.443 1.021 -0.39 0.28 -0.63
H 1.471 -7.363 0.776 0.18 0.10 0.32
O -1.350 5.472 1.815 3.88 0.63 -0.74
P -1.393 6.410 0.641 -7.40 0.69 -0.71
O -2.124 7.737 1.267 0.96 -0.44 -0.23
C -1.410 8.557 2.197 0.13 0.26 0.21
C -0.384 9.437 1.507 0.04 -0.15 -0.12
O -2.668 5.685 -0.118 0.53 0.00 -0.32
C -2.921 4.300 0.088 -0.45 -0.14 0.06
C -4.099 4.121 1.024 -0.08 0.04 0.08
O -0.937 7.131 -0.757 2.48 -0.95 1.98
C -1.793 7.354 -1.886 -0.19 0.08 -0.95
C -2.930 8.314 -1.625 -0.15 -0.06 0.37
H -0.936 7.931 2.959 -0.06 -0.04 -0.01
H -2.154 9.175 2.698 -0.10 -0.09 -0.07
H 0.414 8.837 1.063 0.02 0.03 0.04
H 0.066 10.131 2.218 -0.01 -0.02 0.02
H -0.845 10.007 0.700 -0.03 0.05 0.04
H -2.032 3.789 0.457 -0.04 0.08 0.13
H -3.161 3.860 -0.886 0.02 0.17 -0.08
H -3.943 4.662 1.956 0.15 -0.07 0.02
H -4.262 3.066 1.253 -0.01 0.00 -0.02
H -5.005 4.523 0.569 0.00 -0.05 -0.04
H -2.152 6.409 -2.290 -0.03 -0.07 0.24
H -1.139 7.781 -2.649 0.20 0.01 0.22
H -3.675 7.885 -0.956 0.03 -0.02 0.00
H -3.425 8.556 -2.567 0.11 -0.03 -0.05
H -2.568 9.236 -1.171 0.04 0.03 -0.08